Computed, not measured: 15 unconnected molecules or ions with the total composition C71H176N12O15, with wB97M-V/def2-TZVPD.

The total energy is -4596.00834 hartree. The value obtained for the HOMO energy is -8.45 eV. The net charge is 0. The frontier orbital gap comes out at 0.327 Eh.

XYZ file:
```
274
C71H176N12O15 wB97M-V/def2-TZVPD
C 3.238 -0.849 -3.644
O 4.144 -1.614 -4.438
H 2.338 -1.410 -3.453
H 3.753 -0.573 -2.723
H 3.040 0.082 -4.120
H 4.331 -2.423 -4.012
C -3.089 4.549 4.660
O -3.587 3.563 3.748
H -3.316 5.530 4.220
H -3.608 4.411 5.588
H -2.005 4.460 4.829
H -3.442 2.674 4.161
C 6.643 3.039 1.811
O 6.426 1.599 1.576
H 7.127 3.360 0.860
H 5.818 3.620 2.177
H 7.439 3.235 2.521
H 5.969 1.314 2.404
C -5.501 1.196 2.773
C -4.458 0.100 3.220
C -4.449 -0.072 4.716
O -3.900 1.006 5.426
C -3.718 0.703 6.842
N -4.790 -1.202 2.662
H -5.432 1.506 1.698
H -5.487 2.029 3.460
H -6.500 0.723 2.846
H -3.478 0.471 2.955
H -3.959 -0.992 5.048
H -5.489 -0.241 4.936
H -3.101 -0.199 6.855
H -4.679 0.541 7.331
H -3.108 1.500 7.300
H -4.817 -1.208 1.586
H -3.939 -1.745 2.745
C -5.998 -0.014 -1.649
C -4.663 -0.643 -2.009
C -3.876 0.235 -2.963
O -4.244 0.063 -4.315
C -3.784 1.117 -5.131
N -3.995 -0.952 -0.725
H -5.914 0.843 -1.000
H -6.646 -0.817 -1.186
H -6.555 0.253 -2.563
H -4.739 -1.622 -2.498
H -2.814 0.029 -2.780
H -4.119 1.278 -2.668
H -2.777 1.285 -4.879
H -4.375 2.010 -4.971
H -3.878 0.754 -6.187
H -3.124 -1.497 -0.898
H -3.690 -0.128 -0.180
C -0.176 3.963 -5.855
C 0.789 2.948 -6.340
C 1.621 3.467 -7.478
O 0.755 3.734 -8.608
C 1.395 3.850 -9.819
N 1.675 2.350 -5.346
H -0.661 3.625 -4.922
H -0.935 4.203 -6.587
H 0.220 4.838 -5.495
H 0.272 2.067 -6.705
H 2.422 2.765 -7.733
H 2.172 4.428 -7.240
H 2.164 4.562 -9.848
H 0.697 4.192 -10.584
H 1.743 2.882 -10.192
H 2.185 2.985 -4.743
H 1.326 1.616 -4.746
C 4.890 4.559 -5.396
C 5.729 3.328 -4.986
C 4.979 2.128 -4.386
O 4.241 2.600 -3.159
C 5.020 2.392 -1.976
N 6.478 2.678 -6.078
H 4.478 4.970 -4.501
H 4.043 4.269 -6.046
H 5.421 5.341 -5.856
H 6.401 3.585 -4.200
H 5.727 1.405 -3.987
H 4.161 1.653 -4.955
H 5.727 1.547 -2.065
H 4.319 2.371 -1.156
H 5.643 3.304 -1.839
H 7.093 3.333 -6.549
H 5.847 2.412 -6.815
C -2.770 5.026 -1.333
C -3.162 4.915 0.103
C -4.667 4.454 0.254
O -5.568 5.444 -0.303
C -6.879 4.913 -0.345
N -2.318 3.964 0.801
H -3.494 5.664 -1.819
H -2.793 4.006 -1.711
H -1.794 5.542 -1.364
H -3.124 5.927 0.549
H -4.959 4.324 1.360
H -5.036 3.545 -0.194
H -7.226 4.654 0.648
H -7.041 3.937 -0.884
H -7.562 5.587 -0.791
H -1.359 4.246 0.705
H -2.502 3.828 1.782
C 4.242 -1.158 3.112
C 3.976 0.183 3.706
C 3.038 -0.010 4.931
O 2.793 1.103 5.698
C 1.769 1.857 5.097
N 5.189 0.870 4.130
H 4.882 -1.751 3.785
H 4.822 -0.948 2.233
H 3.351 -1.660 2.728
H 3.490 0.818 2.887
H 3.639 -0.688 5.595
H 2.194 -0.619 4.676
H 0.769 1.332 5.124
H 1.893 1.935 3.968
H 1.684 2.818 5.552
H 5.981 0.316 4.425
H 5.028 1.593 4.816
C -0.807 -2.834 -5.371
C -1.507 -4.017 -4.672
C -2.957 -3.544 -4.301
O -3.913 -4.603 -4.203
C -5.178 -4.037 -4.074
N -1.481 -5.170 -5.615
H -0.739 -1.986 -4.699
H -1.437 -2.454 -6.199
H 0.179 -3.104 -5.679
H -0.946 -4.294 -3.796
H -3.295 -2.775 -5.014
H -2.959 -2.995 -3.300
H -5.468 -3.431 -4.976
H -5.213 -3.334 -3.220
H -5.852 -4.911 -3.955
H -2.112 -5.917 -5.376
H -1.758 -4.819 -6.502
C 4.141 -4.066 0.707
C 2.739 -3.704 0.137
C 2.955 -2.989 -1.211
O 3.356 -3.798 -2.288
C 2.251 -4.098 -3.144
N 1.811 -4.837 -0.028
H 4.048 -4.854 1.428
H 4.679 -3.187 1.193
H 4.827 -4.456 -0.026
H 2.327 -2.994 0.819
H 3.722 -2.169 -1.063
H 2.051 -2.441 -1.553
H 2.586 -4.175 -4.149
H 1.462 -3.278 -3.156
H 1.643 -5.099 -3.040
H 1.648 -5.312 0.879
H 2.252 -5.509 -0.602
C 2.642 -5.399 5.460
C 1.220 -4.840 5.216
C 0.154 -5.860 5.628
C -1.210 -5.245 5.898
C -1.142 -4.051 6.793
C -0.188 -2.937 6.258
N 1.151 -3.665 6.117
O 2.142 -2.704 5.727
C -0.759 -2.179 5.024
C 0.077 -1.881 7.329
C 1.019 -4.467 3.692
H 2.731 -6.371 5.103
H 2.810 -5.463 6.568
H 3.359 -4.727 4.996
H 0.180 -6.677 4.916
H 0.452 -6.347 6.585
H -1.799 -6.019 6.356
H -1.733 -4.991 4.955
H -0.837 -4.331 7.827
H -2.134 -3.665 6.912
H 0.052 -1.786 4.412
H -1.468 -2.682 4.389
H -1.337 -1.328 5.505
H 0.644 -2.233 8.194
H 0.631 -1.009 6.999
H -0.870 -1.530 7.716
H 0.011 -4.264 3.454
H 1.371 -5.242 3.057
H 1.665 -3.585 3.474
H 2.706 -2.556 6.459
C -0.452 -7.639 -1.147
C -1.822 -7.152 -0.883
C -2.552 -8.146 0.004
C -3.823 -7.548 0.585
C -3.468 -6.317 1.423
C -2.851 -5.262 0.554
N -1.644 -5.883 -0.086
O -1.104 -4.899 -1.003
C -3.930 -4.744 -0.394
C -2.242 -4.164 1.436
C -2.571 -7.036 -2.233
H 0.085 -7.876 -0.224
H 0.104 -6.875 -1.656
H -0.492 -8.493 -1.783
H -2.769 -8.994 -0.612
H -2.048 -8.551 0.842
H -4.416 -8.308 1.104
H -4.537 -7.170 -0.128
H -2.891 -6.583 2.330
H -4.440 -5.830 1.780
H -4.481 -5.625 -0.677
H -4.605 -3.960 -0.010
H -3.540 -4.329 -1.386
H -1.415 -4.668 1.906
H -1.971 -3.336 0.816
H -2.965 -3.844 2.123
H -2.136 -7.760 -2.865
H -2.565 -5.973 -2.602
H -3.665 -7.316 -2.128
H -0.153 -4.884 -0.779
C -0.255 1.934 -2.323
C 0.107 1.004 -1.147
C 1.633 1.008 -0.946
C 2.138 0.347 0.308
C 1.325 0.936 1.477
C -0.205 0.873 1.391
N -0.552 1.498 0.060
O -1.967 1.347 -0.173
C -0.577 -0.625 1.521
C -0.750 1.757 2.461
C -0.327 -0.396 -1.571
H -1.222 1.659 -2.654
H 0.518 1.919 -3.104
H -0.400 2.942 -1.976
H 2.159 0.681 -1.835
H 2.004 2.043 -0.932
H 3.198 0.517 0.420
H 1.979 -0.731 0.263
H 1.569 1.940 1.670
H 1.609 0.367 2.408
H -0.001 -1.332 0.914
H -0.288 -0.894 2.551
H -1.653 -0.877 1.497
H -0.575 1.267 3.413
H -0.291 2.733 2.512
H -1.808 1.794 2.367
H -0.089 -0.494 -2.621
H -1.435 -0.604 -1.393
H 0.224 -1.188 -1.037
H -2.302 2.243 0.192
C 2.939 4.212 2.501
C 2.727 5.495 1.615
C 4.126 5.954 1.184
C 4.142 7.012 0.061
C 3.468 6.379 -1.184
C 1.995 6.057 -0.794
N 2.023 5.120 0.350
O 0.762 4.671 0.689
C 1.103 7.292 -0.583
C 1.390 5.334 -2.017
C 1.944 6.526 2.384
H 3.338 3.388 1.985
H 2.030 3.733 2.811
H 3.545 4.516 3.377
H 4.644 6.339 2.053
H 4.695 5.094 0.841
H 5.200 7.206 -0.167
H 3.700 7.959 0.284
H 4.074 5.581 -1.543
H 3.438 7.071 -2.059
H 1.513 8.155 -0.025
H 0.894 7.812 -1.535
H 0.099 7.041 -0.204
H 1.421 6.073 -2.836
H 1.996 4.423 -2.235
H 0.347 5.025 -1.842
H 1.027 6.018 2.676
H 1.678 7.396 1.806
H 2.428 6.931 3.259
H 0.743 3.717 0.461
```


Computed, not measured: a molecular structure, C71H62FN3O4P2STi, with wB97M-V/def2-TZVPD.

The total energy is -5237.56409 hartree. For the energy relative to the best compared isomer or geometry (same formula, charge and spin), the calculation gives 22.2 kcal/mol. The value obtained for the HOMO energy (alpha / beta) is -13.55 / -13.55 eV. As for the expectation value of S²: 0.755. The net charge is +3. The frontier orbital gap (alpha / beta) comes out at 0.242 / 0.237 Eh. Its spin multiplicity is 2.

XYZ file:
```
145
C71H62FN3O4P2STi wB97M-V/def2-TZVPD
Ti -0.284 -0.666 1.331
O -0.205 0.902 -1.399
S -0.181 1.406 -0.016
C -1.675 2.400 0.147
C -2.280 2.772 -1.035
C -3.440 3.554 -1.081
C -3.971 3.986 0.107
C -5.155 4.847 0.402
C -5.172 4.990 1.941
C -4.037 4.144 2.417
C -3.585 3.856 3.678
C -2.509 2.974 3.805
C -1.849 2.397 2.727
P -0.577 1.151 3.176
C 0.554 2.269 4.093
C 1.480 2.962 3.318
C 2.318 3.898 3.892
C 2.252 4.142 5.254
C 1.327 3.463 6.029
C 0.475 2.535 5.456
C -1.414 0.199 4.495
C -0.625 -0.409 5.477
C -1.205 -1.192 6.460
C -2.578 -1.387 6.471
C -3.365 -0.804 5.490
C -2.790 -0.028 4.496
C -2.229 2.754 1.405
C -3.361 3.594 1.313
C 1.172 2.619 -0.131
C 0.861 3.886 -0.571
C 1.818 4.753 -1.116
C 3.094 4.285 -1.269
C 4.293 4.887 -1.929
C 5.419 3.845 -1.747
C 4.774 2.705 -1.030
C 5.264 1.494 -0.617
C 4.417 0.651 0.105
C 3.078 0.929 0.364
P 2.250 -0.257 1.502
C 3.091 -1.794 0.957
C 2.789 -2.203 -0.341
C 3.337 -3.362 -0.857
C 4.184 -4.133 -0.072
C 4.505 -3.717 1.209
C 3.971 -2.548 1.728
C 3.089 0.053 3.114
C 2.807 -0.801 4.184
C 3.479 -0.674 5.387
C 4.432 0.318 5.550
C 4.698 1.188 4.505
C 4.030 1.061 3.297
C 2.510 2.135 -0.146
C 3.424 3.008 -0.776
H -1.821 2.439 -1.956
H -3.877 3.814 -2.031
H -6.065 4.374 0.029
H -5.069 5.812 -0.099
H -6.113 4.650 2.373
H -5.031 6.027 2.253
H -4.051 4.271 4.557
H -2.188 2.715 4.805
H 1.525 2.770 2.250
H 3.020 4.440 3.278
H 2.910 4.865 5.710
H 1.260 3.659 7.088
H -0.248 2.029 6.078
H 0.447 -0.252 5.476
H -0.583 -1.649 7.216
H -3.036 -1.984 7.245
H -4.433 -0.964 5.493
H -3.412 0.395 3.720
H -0.168 4.211 -0.531
H 1.521 5.733 -1.452
H 4.544 5.846 -1.476
H 4.083 5.070 -2.984
H 6.251 4.241 -1.163
H 5.834 3.516 -2.701
H 6.282 1.197 -0.807
H 4.846 -0.265 0.491
H 2.135 -1.569 -0.936
H 3.117 -3.662 -1.870
H 4.598 -5.050 -0.460
H 5.179 -4.297 1.820
H 4.253 -2.232 2.724
H 2.087 -1.601 4.074
H 3.262 -1.359 6.194
H 4.966 0.407 6.484
H 5.436 1.968 4.629
H 4.255 1.739 2.488
C -3.097 -3.753 0.793
C -1.707 -3.640 1.336
C -1.430 -2.768 2.395
C -0.127 -2.667 2.909
C 0.886 -3.478 2.385
C 0.605 -4.361 1.353
C -0.679 -4.441 0.839
H -3.649 -2.823 0.922
H -3.627 -4.549 1.317
H -3.079 -4.005 -0.265
H -2.254 -2.266 2.903
H 0.029 -2.123 3.842
H 1.875 -3.482 2.828
H 1.383 -5.012 0.980
H -0.904 -5.170 0.076
C -5.021 -2.470 -4.260
C -4.404 -1.082 -4.108
N -3.278 -1.123 -3.187
C -3.489 -0.733 -1.921
C -2.567 -0.825 -0.912
C -2.945 -0.242 0.415
O -4.050 0.212 0.618
O -2.001 -0.242 1.324
C -1.284 -1.411 -1.164
O -0.385 -1.530 -0.250
C -1.058 -1.808 -2.535
C 0.180 -2.318 -2.933
C 0.466 -2.601 -4.246
F 1.714 -3.063 -4.495
C -0.474 -2.410 -5.275
C -1.720 -1.918 -4.869
C -2.038 -1.623 -3.543
N -0.224 -2.636 -6.631
C 1.132 -2.971 -7.060
C 1.186 -3.190 -8.575
N 0.213 -2.284 -9.231
C -1.189 -2.659 -8.878
C -1.213 -3.281 -7.472
H -5.843 -2.438 -4.969
H -5.412 -2.813 -3.305
H -4.286 -3.188 -4.615
H -5.142 -0.394 -3.695
H -4.089 -0.682 -5.073
H -4.455 -0.309 -1.685
H 0.927 -2.512 -2.184
H -2.447 -1.718 -5.636
H 1.516 -3.877 -6.578
H 1.781 -2.139 -6.776
H 0.929 -4.218 -8.839
H 2.195 -2.993 -8.941
H 0.335 -2.299 -10.249
H 0.401 -1.327 -8.904
H -1.570 -3.384 -9.600
H -1.812 -1.765 -8.930
H -1.004 -4.356 -7.540
H -2.212 -3.182 -7.055
```


Going through the records in order, we get maximum force values of 3.17; 4.41 eV Å⁻¹.